No. 1
A cluster of 7 separate species, C18H36NO21 in total in a non-equilibrium geometry. Source: the OMol25 dataset; level of theory: the ωB97M-V functional and the def2-TZVPD basis.

Properties
Net charge: -1
Relative energy (zero: lowest compared OMol25 entry of this formula, charge and spin), eV: 4.133
LUMO energy, Ha: 0.0924
Highest occupied orbital energy, eV: -4.1
HOMO-LUMO gap, eV: 6.65

Last column: Mulliken charge in e.
Geometry (Å):
N 10.20573 13.92600 -19.91158  0.82
O 11.09188 14.27305 -19.12938  -0.50
O 10.40974 13.45590 -20.98891  -0.64
O 9.07308 14.15397 -19.46927  -0.60
C 11.61011 17.47060 -21.01022  -0.48
O 12.56086 17.08074 -22.06189  -0.32
C 13.88230 17.03945 -21.86941  0.90
O 14.40072 17.08096 -20.78084  -0.59
O 14.49642 16.88488 -23.05644  -0.35
C 15.93568 16.88823 -23.10839  -0.62
H 11.97376 18.31739 -20.42815  0.31
H 11.38812 16.65173 -20.32591  0.10
H 10.66566 17.81827 -21.42883  0.26
H 16.14709 17.18511 -24.13565  0.22
H 16.30010 15.88115 -22.90571  0.24
H 16.29305 17.59619 -22.36060  0.33
C 7.69086 10.61972 -15.56767  -0.40
O 8.82702 10.17861 -16.36116  -0.41
C 9.58414 11.04447 -16.99523  0.84
O 9.36570 12.28593 -16.94806  -0.49
O 10.50678 10.29601 -17.57774  -0.43
C 11.56019 10.92339 -18.33533  0.56
H 8.02362 11.34839 -14.82847  0.27
H 7.06394 9.84284 -15.13003  0.25
H 7.02558 11.13014 -16.26406  0.03
H 12.30157 10.18951 -18.65138  0.14
H 12.02745 11.62369 -17.64298  -0.30
H 11.11595 11.55375 -19.10566  -0.11
C 4.54228 12.92724 -24.72249  -0.74
O 5.97856 12.70219 -24.65850  -0.34
C 6.52232 11.96223 -23.67669  0.89
O 5.90290 11.45762 -22.74457  -0.59
O 7.83828 11.82507 -23.87527  -0.32
C 8.57013 11.22273 -22.82151  -0.39
H 4.27623 13.97657 -24.84983  0.30
H 4.07309 12.64087 -23.78124  0.30
H 3.98613 12.24497 -25.36538  0.30
H 8.53257 10.13539 -22.75522  0.29
H 8.31178 11.72876 -21.89130  0.13
H 9.62420 11.46666 -22.95396  0.16
C 5.74575 13.88607 -19.83686  -0.36
O 5.15062 13.41110 -18.69988  -0.40
C 5.78421 13.57169 -17.52222  0.80
O 6.81483 14.26938 -17.36688  -0.50
O 4.98550 13.02592 -16.56179  -0.34
C 3.83852 12.18975 -16.82117  -0.67
H 6.58342 13.24169 -20.10368  0.13
H 6.03479 14.93685 -19.85677  0.31
H 4.96546 13.68331 -20.57043  0.17
H 4.02908 11.38127 -17.52695  0.29
H 3.07336 12.84115 -17.24344  0.29
H 3.25500 11.86306 -15.96042  0.28
C 12.62588 12.11149 -14.30787  -0.28
O 13.62934 12.75829 -15.17501  -0.36
C 13.25852 13.67828 -16.10422  0.81
O 12.11152 14.09709 -16.32885  -0.50
O 14.33561 14.07348 -16.83298  -0.38
C 14.32786 15.01899 -17.92910  -0.55
H 12.12585 12.68383 -13.52653  0.30
H 13.04050 11.21298 -13.85085  0.28
H 11.79144 11.78364 -14.92782  -0.08
H 14.83664 14.66573 -18.82601  0.23
H 14.80456 15.95892 -17.65093  0.32
H 13.33902 15.25634 -18.32148  0.22
C 13.81945 12.61519 -22.26342  -0.46
O 13.99336 11.44797 -22.94842  -0.29
C 13.88869 10.25429 -22.29407  0.77
O 13.53196 10.05938 -21.09579  -0.58
O 14.35407 9.31504 -23.11110  -0.33
C 14.30357 7.93222 -22.80646  -0.65
H 13.20132 12.58483 -21.36614  0.21
H 13.39430 13.36112 -22.93493  0.22
H 14.78923 12.97955 -21.92450  0.25
H 13.28644 7.62658 -22.56123  0.31
H 14.97919 7.57437 -22.02955  0.29
H 14.62672 7.45709 -23.73269  0.23

No. 2
An isolated molecule of C5H6N2OS in a non-equilibrium geometry. Source: the OMol25 dataset; level of theory: the ωB97M-V functional and the def2-TZVPD basis.

Properties
Relative energy (zero: lowest compared OMol25 entry of this formula, charge and spin), eV: 2.526
SMILES: CN1C[C@@]12N=CSC2=O
LUMO energy, Ha: 0.0213
Highest occupied orbital energy, eV: -9.1
HOMO-LUMO gap, eV: 9.73

Last column: natural (NBO) charge in e.
Geometry (Å):
C 1.59692 -0.84222 -0.86734  -0.44
N 1.08216 0.33619 -0.18500  -0.36
C 0.87551 0.50240 1.20173  -0.17
C -0.28868 0.53896 0.19701  0.08
N -1.13175 1.58443 -0.10185  -0.40
C -2.32427 1.21839 -0.26063  -0.05
S -2.69349 -0.49450 -0.23938  0.25
C -1.02415 -0.75927 0.23927  0.38
O -0.59491 -1.86879 0.33005  -0.55
H 1.38356 -1.86778 -0.39789  0.22
H 1.39562 -0.62274 -1.95185  0.22
H 2.61012 -0.85474 -0.92899  0.21
H 1.16932 1.39488 1.56748  0.20
H 0.95943 -0.29149 1.82888  0.19
H -3.01540 2.02628 -0.43150  0.22